Record 1
Here is a cluster of 2 separate species, C7H19N4O in total in a non-equilibrium geometry from the OMol25 dataset. Energies are from the ωB97M-V functional and the def2-TZVPD basis.

Values from the calculation:
Largest force on an atom, eV/Å: 2.47
Frontier orbital gap, eV: 9.46
Energy above the lowest of the compared OMol25 structures with the same formula, charge and spin, eV: 0.7775
LUMO, eV: -2.76
Net charge: +1

Each line ends with the Mulliken charge.
Cartesian coordinates (Å):
1 C -0.27028 1.74810 -1.59680  -0.67
2 C 0.80363 0.63223 -1.66858  -0.57
3 C -2.54924 1.13787 -0.94327  -1.00
4 C -0.01107 2.65926 1.33500  -1.10
5 C -0.75635 1.46541 0.80943  0.54
6 O -0.95588 0.48490 1.50890  -0.68
7 N -1.25931 1.68067 -0.46503  0.15
8 H 0.24252 2.69528 -1.43061  0.26
9 H -0.82862 1.70522 -2.51218  0.46
10 H 0.43826 -0.04972 -2.41891  0.22
11 H 0.80419 0.07766 -0.73894  -0.07
12 H -3.30174 1.79720 -0.53348  0.37
13 H 0.03118 3.40752 0.55187  0.29
14 H 1.77714 0.94966 -2.01659  0.42
15 H -2.61345 1.20171 -1.99606  0.37
16 H -2.76941 0.12998 -0.65881  0.30
17 H -0.21933 3.06885 2.31507  0.39
18 H 1.00786 2.28946 1.53787  0.26
19 C -0.30836 -2.11953 -0.64106  -0.81
20 C 1.31549 -2.16619 1.15886  0.68
21 N 0.98405 -2.48583 -0.08619  -0.09
22 N 0.35845 -1.86716 2.03371  -0.39
23 N 2.58980 -2.23427 1.59486  -0.50
24 H 1.47450 -3.20977 -0.58251  0.25
25 H -0.49204 -1.42270 1.69095  0.32
26 H 0.60001 -1.38595 2.88026  0.31
27 H 3.27435 -2.18781 0.86007  0.24
28 H 2.78779 -1.73636 2.43848  0.24
29 H -1.10943 -2.83910 -0.43012  0.38
30 H -0.16885 -2.16295 -1.71376  0.39
31 H -0.87589 -1.26363 -0.28241  0.01


Record 2
Here is a cluster of 2 separate species, C7H19N6OS in total in a non-equilibrium geometry from the OMol25 dataset. Energies are from the ωB97M-V functional and the def2-TZVPD basis.

Values from the calculation:
Largest force on an atom, eV/Å: 4.49
Frontier orbital gap, eV: 9.29
Energy above the lowest of the compared OMol25 structures with the same formula, charge and spin, eV: 0.3756
LUMO, eV: -2.71
Net charge: +1

Each line ends with the Mulliken charge.
Cartesian coordinates (Å):
1 C 0.68384 -2.50555 0.61170  0.44
2 C -1.85102 0.83340 -0.31924  0.62
3 C -4.08309 1.63466 -1.02194  -0.75
4 C 1.82218 1.88173 1.53429  -0.96
5 C 3.42347 0.27064 -2.71978  -0.89
6 C -0.29332 -1.96007 1.69670  -0.69
7 C -1.42701 -1.02807 1.19592  -0.72
8 N 0.69350 -3.83251 0.48542  -0.44
9 N -3.12687 0.66404 -0.68036  -0.23
10 N 1.75859 1.07977 0.30704  0.71
11 N 2.40927 0.42382 -1.62001  0.35
12 N -1.03955 0.10951 0.36751  -0.39
13 N 2.63706 1.17551 -0.61157  -0.49
14 O 1.24229 -1.67972 -0.09553  -0.59
15 S -0.88715 2.08585 -1.13825  -0.26
16 H -3.51815 2.51001 -1.41460  0.29
17 H -4.84681 1.29369 -1.82909  0.26
18 H -4.81160 1.87280 -0.20220  0.27
19 H 0.86512 2.15326 1.96950  0.27
20 H 2.43478 1.33971 2.28467  0.35
21 H 2.51792 2.64949 1.48843  0.44
22 H 3.54963 -0.79790 -2.93546  0.30
23 H 2.93501 0.66259 -3.68492  0.29
24 H 4.38246 0.63325 -2.61639  0.40
25 H 0.39832 -1.34974 2.36048  0.24
26 H -0.76236 -2.78802 2.13622  0.41
27 H -2.21490 -1.71482 0.55946  0.26
28 H -2.05726 -0.70913 2.09934  0.32
29 H 0.03789 -4.53802 0.85775  0.23
30 H 1.14175 -4.24267 -0.37789  0.28
31 H -3.48630 -0.25915 -0.31056  0.22
32 H 0.72219 0.68132 0.20322  0.05
33 H 1.71738 -0.26827 -1.58204  0.25
34 H -1.54415 2.22395 -2.24618  0.16


Record 3
Here is a cluster of 2 separate species, C7H19NO3 in total in a non-equilibrium geometry from the OMol25 dataset. Energies are from the ωB97M-V functional and the def2-TZVPD basis.

Values from the calculation:
Structure (SMILES): COCCNCCOC.CO
Largest force on an atom, eV/Å: 2.69
Frontier orbital gap, eV: 9.81
Energy above the lowest of the compared OMol25 structures with the same formula, charge and spin, eV: 2.4045
LUMO, eV: 0.83

Each line ends with the Mulliken charge.
Cartesian coordinates (Å):
1 C 1.28467 -0.08936 -3.07578  -0.83
2 O 0.80620 -0.29001 -1.79412  -0.37
3 C 0.25339 0.84345 -1.12432  -0.73
4 C -1.26114 0.72106 -0.84285  -0.25
5 N -1.67923 1.17551 0.52872  -0.35
6 C -3.12849 0.79977 0.79898  -0.52
7 C -3.29071 -0.69881 0.95877  -0.34
8 O -4.66873 -1.08705 1.28327  -0.40
9 C -5.07435 -0.96932 2.65310  -0.60
10 H 0.62674 0.38743 -3.80235  0.33
11 H 1.20411 -1.02978 -3.62095  0.32
12 H 2.22582 0.45932 -3.11183  0.32
13 H 0.45166 1.80263 -1.60261  0.36
14 H 0.84740 0.97801 -0.22037  0.41
15 H -1.46558 -0.32684 -1.06238  0.25
16 H -1.73215 1.34946 -1.59874  0.27
17 H -1.48149 2.14142 0.74785  0.23
18 H -3.87096 1.18293 0.09896  0.23
19 H -3.31969 1.18296 1.80132  0.37
20 H -2.71031 -1.07611 1.80072  0.27
21 H -3.04319 -1.18224 0.01371  0.25
22 H -4.67449 -1.83410 3.18261  0.25
23 H -6.16046 -0.97074 2.56116  0.23
24 H -4.68874 -0.04457 3.08233  0.29
25 C 7.11221 -0.38264 0.28650  -0.46
26 O 8.23308 -0.50496 1.06226  -0.50
27 H 6.59717 0.54971 0.51790  0.20
28 H 7.50476 -0.54634 -0.71710  0.22
29 H 6.42519 -1.22308 0.38530  0.23
30 H 8.67731 -1.31772 0.80994  0.30


Record 4
Here is a cluster of 2 separate species, C7H19PSi in total in a non-equilibrium geometry from the OMol25 dataset. Energies are from the ωB97M-V functional and the def2-TZVPD basis.

Values from the calculation:
Largest force on an atom, eV/Å: 3.76
Frontier orbital gap, eV: 7.79
Energy above the lowest of the compared OMol25 structures with the same formula, charge and spin, eV: 2.3554
LUMO, eV: 0.05

Each line ends with the Mulliken charge.
Cartesian coordinates (Å):
1 C 0.77481 -1.30611 -0.21199  -0.49
2 C 3.58941 -1.00388 -0.62697  -1.12
3 C 2.35420 0.47096 1.94174  -1.05
4 C 1.88816 1.38716 -1.24390  -1.06
5 C -2.68546 0.84564 -1.34128  -1.35
6 C -2.92596 -1.69850 -0.23040  -1.06
7 C -2.44863 0.59769 1.47716  -1.18
8 Si 2.12262 -0.03671 0.05661  0.56
9 P -1.84429 -0.22192 -0.11618  0.67
10 H 0.36943 -1.62143 0.82108  0.15
11 H 4.59876 -0.36426 -0.66281  0.26
12 H 3.93078 -1.80802 -0.07268  0.41
13 H 3.43098 -1.28695 -1.67748  0.31
14 H 1.91433 -0.44608 2.41519  0.28
15 H 3.41684 0.52165 2.31020  0.31
16 H 1.83201 1.36150 2.14618  0.30
17 H 2.42968 2.35690 -1.31975  0.38
18 H 2.41819 1.00470 -2.15776  0.28
19 H 0.85923 1.69050 -1.43812  0.26
20 H -2.61262 0.63408 -2.44406  0.35
21 H -3.75247 0.75537 -1.22368  0.45
22 H -2.33706 1.84402 -1.03209  0.34
23 H -3.34019 -1.70198 -1.30394  0.28
24 H -2.58796 -2.62903 0.11178  0.34
25 H -3.75194 -1.43388 0.47970  0.31
26 H -3.49079 0.73479 1.24792  0.45
27 H -2.35544 -0.14938 2.38344  0.30
28 H -1.79660 1.50317 1.71209  0.33


Record 5
Here is a structure of composition C7H20AsOSi from the OMol25 dataset. Energies are from the ωB97M-V functional and the def2-TZVPD basis.

Values from the calculation:
Largest force on an atom, eV/Å: 0.35
Frontier orbital gap, eV: 6.37
LUMO, eV: 3.28
Net charge: -1

Each line ends with the Mulliken charge.
Cartesian coordinates (Å):
1 C -2.23624 -2.81410 -1.74172  -0.50
2 C -2.33094 -1.61716 -2.30889  -0.55
3 As -0.73433 -0.29289 -2.36439  -0.57
4 C -1.68784 1.02061 -1.06932  -1.34
5 C -1.08824 1.11935 0.31473  -0.28
6 O 0.33137 1.28910 0.25685  -0.19
7 Si 1.34018 0.67193 1.39016  0.62
8 C 3.06112 0.81739 0.65072  -1.14
9 C 0.97208 -1.12023 1.82838  -1.12
10 C 1.31459 1.66783 2.98794  -1.15
11 H -2.97558 -3.60591 -1.86293  0.27
12 H -1.35363 -3.05078 -1.14231  0.18
13 H -3.26773 -1.32432 -2.79370  0.31
14 H -1.44496 0.46592 -3.59067  0.09
15 H 0.51054 0.68361 -2.43918  0.10
16 H -0.10264 -1.11166 -1.12680  -0.12
17 H -0.02529 -1.29717 -3.39359  0.17
18 H -2.73117 0.70135 -0.98554  0.42
19 H -1.66156 1.99863 -1.56284  0.37
20 H -1.50148 1.97231 0.87437  0.27
21 H -1.34570 0.21075 0.87880  0.32
22 H 3.66097 1.60095 1.11587  0.30
23 H 2.96897 1.01647 -0.41875  0.30
24 H 3.59511 -0.12989 0.75539  0.36
25 H 1.87707 -1.71925 1.70539  0.37
26 H 0.66279 -1.20935 2.87306  0.33
27 H 0.19819 -1.54333 1.18690  0.26
28 H 2.23863 1.45478 3.53522  0.31
29 H 1.27182 2.74287 2.80039  0.30
30 H 0.48390 1.40219 3.64647  0.31


Record 6
Here is a structure of composition C7H20ClIrLuSi in a non-equilibrium geometry from the OMol25 dataset. Energies are from the ωB97M-V functional and the def2-TZVPD basis.

Values from the calculation:
Multiplicity: 6
Largest force on an atom, eV/Å: 6.15
Frontier orbital gap (spin up / spin down), eV: 4.05 / 6.02
Energy above the lowest of the compared OMol25 structures with the same formula, charge and spin, eV: 4.7485
LUMO (spin up / spin down), eV: -0.71 / -2.65

Each line ends with the Löwdin spin population.
Cartesian coordinates (Å):
1 Lu -0.37364 0.69972 -0.02062  0.90
2 Cl 1.67435 0.13371 0.03948  0.09
3 C -0.79896 2.32318 -1.02359  0.10
4 H -1.86955 2.55846 -1.01534  0.01
5 H -0.48156 2.22988 -2.07052  0.01
6 H -0.25981 3.18760 -0.61392  0.00
7 Ir 2.25184 -1.99723 -2.98613  2.07
8 C 3.17544 -0.12645 -3.25722  0.30
9 C 2.28533 -3.07058 -1.17717  0.30
10 C 1.28983 -2.71942 -4.41846  0.12
11 H 1.25198 -3.22076 -0.82341  0.03
12 H 2.71136 -4.07335 -1.34459  0.03
13 H 2.85769 -2.57776 -0.37898  0.04
14 H 2.41157 0.62072 -3.52891  0.03
15 H 3.71461 0.23485 -2.37031  0.04
16 H 3.88351 -0.17631 -4.10045  0.03
17 H 1.18674 -2.23501 -5.39969  0.04
18 H 0.75211 -3.67718 -4.37587  0.04
19 C -3.44181 0.32360 2.21499  0.09
20 Si -1.66562 0.85983 2.41513  0.50
21 C -1.61887 2.63551 2.99079  0.08
22 C -0.80952 -0.22646 3.66711  0.08
23 H -3.94176 0.97715 1.47042  0.00
24 H -3.96479 0.40608 3.18986  0.02
25 H -3.47327 -0.72837 1.86428  0.01
26 H -2.13903 2.72402 3.96638  0.02
27 H -0.56370 2.95944 3.10183  0.00
28 H -2.12446 3.27849 2.24124  0.00
29 H -1.33025 -0.14503 4.64323  0.02
30 H -0.83378 -1.28003 3.31984  0.00
31 H 0.24400 0.10169 3.78062  0.00


Question: Which value of largest force on an atom does entry 3 give?
Answer: 2.69 eV/Å